1.
A molecular structure, C20H16FeN9OSb. Source: OMol25; level of theory: ωB97M-V/def2-TZVPD.

Its LUMO energy (spin up / spin down) is 4.471 / 4.466 eV. The value obtained for the strongest force on any atom is 1.12 eV/A. As for the expectation value of S²: 6.04. The gap between HOMO and LUMO (spin up / spin down) comes out at 5.63 / 5.82 eV. For the calculated total energy, the calculation gives -2843.7147 Eh. The energy above the lowest of the compared OMol25 structures with the same formula, charge and spin comes out at 123.6 kJ/mol.

The geometry in ORCA input format:
```
! wB97M-V def2-TZVPD RIJCOSX def2/J DEFGRID3
* xyz -2 5
Sb 0.926 0.818 0.152
Fe 2.315 -1.374 1.271
O 3.340 -0.783 0.053
N 1.784 -1.032 5.486
N 1.161 -3.206 1.209
N 1.241 -2.263 5.375
N 0.814 -3.860 0.071
N 2.140 -0.593 4.332
N 0.175 -4.931 0.380
N 1.834 -1.521 3.389
N 0.081 -5.054 1.721
N 0.836 -3.713 3.537
C 1.206 1.005 -4.277
C 0.685 -3.970 2.185
C 1.447 -0.958 -2.330
C 0.112 5.186 0.111
C -2.047 0.604 1.054
C 0.051 2.787 -0.261
C 1.572 -1.284 -3.673
C -1.019 5.352 -0.670
C 1.052 1.323 -2.931
C -3.534 -1.270 0.810
C -2.552 -1.940 0.095
C -1.622 4.241 -1.248
C 0.637 3.912 0.311
C -1.327 -1.333 -0.149
C 1.288 -2.518 4.077
C -3.278 0.008 1.289
C -1.058 -0.051 0.323
C 1.458 -0.305 -4.651
C -1.091 2.977 -1.043
C 1.166 0.351 -1.942
H 0.372 -4.340 4.168
H -4.033 0.536 1.863
H -1.434 6.342 -0.826
H -2.722 -2.952 -0.254
H 1.598 -1.731 -1.587
H -4.487 -1.747 1.009
H -1.860 1.599 1.449
H 0.844 2.352 -2.661
H -1.574 2.117 -1.496
H 1.779 -2.311 -3.951
H -2.511 4.363 -1.859
H 0.586 6.048 0.570
H 1.571 -0.562 -5.699
H 1.126 1.783 -5.029
H -0.571 -1.893 -0.685
H 1.521 3.791 0.931
*
```

***

2.
A molecular structure, C20H16IrN5O5S2. Source: OMol25; level of theory: ωB97M-V/def2-TZVPD.

Its LUMO energy (spin up / spin down) is -2.300 / -1.926 eV. The value obtained for the strongest force on any atom is 3.19 eV/A. The gap between HOMO and LUMO (spin up / spin down) comes out at 6.37 / 6.71 eV. For the calculated total energy, the calculation gives -2322.3871 Eh. The energy above the lowest of the compared OMol25 structures with the same formula, charge and spin comes out at 316.9 kJ/mol.

The geometry in ORCA input format:
```
! wB97M-V def2-TZVPD RIJCOSX def2/J DEFGRID3
* xyz 0 1
Ir 0.693 -0.159 0.288
S 5.058 -0.528 0.146
S 0.330 2.384 -0.664
O -1.275 -1.293 -1.571
O -0.798 1.433 -0.569
O -0.028 3.770 -0.684
O -1.868 -1.102 2.902
O 1.275 2.021 0.448
N 1.297 -0.486 2.544
N -1.242 -1.124 0.686
N -0.159 -2.401 5.224
N 2.381 -1.100 -0.228
N 0.932 -0.363 5.264
C 2.879 1.249 -4.261
C 1.584 0.585 4.616
C 3.081 2.459 -3.599
C 0.474 -1.401 4.576
C -3.503 -1.104 1.117
C -2.134 -1.087 1.714
C -4.740 -0.990 1.710
C -5.848 -0.959 0.868
C 0.695 -1.467 3.176
C -1.887 -1.211 -0.526
C 1.764 0.552 3.242
C 1.270 1.963 -2.124
C -3.352 -1.211 -0.268
C 1.859 0.409 -3.834
C 1.051 0.759 -2.764
C 3.733 0.870 -5.431
C -4.453 -1.217 -1.098
C 3.530 -0.843 -0.079
C -5.706 -1.080 -0.505
C 2.280 2.815 -2.529
H 3.537 1.544 -6.263
H 3.516 -0.147 -5.748
H -6.835 -0.843 1.292
H 1.957 1.402 5.217
H -4.349 -1.323 -2.167
H 4.788 0.943 -5.177
H -4.840 -0.909 2.782
H 0.235 0.116 -2.465
H -0.748 -3.001 4.671
H 1.685 -0.526 -4.347
H 3.871 3.118 -3.930
H 2.413 3.747 -2.000
H -6.590 -1.066 -1.127
H -0.458 -2.203 6.166
H 0.386 -2.328 2.606
H 2.262 1.339 2.698
*
```

***

3.
C20H16N2O2 in the gas phase. Source: OMol25; level of theory: ωB97M-V/def2-TZVPD.

Its LUMO energy is -0.063 eV. The value obtained for the strongest force on any atom is 3.92 eV/A. The gap between HOMO and LUMO comes out at 7.84 eV. For the calculated total energy, the calculation gives -1031.6181 Eh. The energy above the lowest of the compared OMol25 structures with the same formula, charge and spin comes out at 348.7 kJ/mol.

The geometry in ORCA input format:
```
! wB97M-V def2-TZVPD RIJCOSX def2/J DEFGRID3
* xyz 0 1
O 1.665 0.236 -2.910
O 1.598 -3.173 1.070
N -1.927 0.217 -1.832
N -1.276 -0.533 1.097
C -3.580 -0.574 1.494
C -4.892 -0.331 1.119
C -2.543 -0.505 0.556
C -4.183 0.169 -1.146
C 1.550 0.580 1.453
C 1.939 -1.887 1.535
C -0.067 1.457 -3.776
C 2.683 0.632 2.281
C -5.215 -0.011 -0.205
C 3.325 -0.438 2.778
C 3.064 1.980 2.844
C 1.205 1.908 -4.375
C -0.163 -1.221 -0.970
C 2.157 1.139 -3.833
C 1.134 -0.748 1.153
C 2.942 -1.693 2.408
C -0.156 -0.804 0.447
C 0.290 0.387 -2.904
C -2.823 -0.045 -0.800
C -0.661 -0.119 -1.797
H 3.426 -2.574 2.757
H -5.684 -0.255 1.866
H 1.477 2.586 -5.189
H -4.413 0.435 -2.179
H 0.860 -1.546 -1.293
H -6.197 0.199 -0.678
H -3.393 -0.794 2.525
H 3.362 2.722 2.044
H 4.050 -0.486 3.603
H 2.225 2.455 3.350
H 3.906 1.822 3.596
H -1.095 1.908 -3.896
H 1.101 1.589 1.220
H 3.147 1.192 -4.061
H 2.081 -3.814 1.658
H -0.921 -2.062 -1.010
*
```

***

4.
A molecular structure, C20H16N3O2PtTe. Source: OMol25; level of theory: ωB97M-V/def2-TZVPD.

Its LUMO energy is -3.397 eV. The value obtained for the strongest force on any atom is 0.61 eV/A. The gap between HOMO and LUMO comes out at 8.63 eV. For the calculated total energy, the calculation gives -1473.6802 Eh. The energy above the lowest of the compared OMol25 structures with the same formula, charge and spin comes out at 4.5 kJ/mol.

The geometry in ORCA input format:
```
! wB97M-V def2-TZVPD RIJCOSX def2/J DEFGRID3
* xyz 1 1
Pt -0.075 -0.607 0.637
Te 2.254 -0.376 1.791
O -3.954 0.125 -0.372
O -3.066 -2.459 -1.396
N -0.929 1.174 1.165
N 0.322 -2.369 -0.326
N -1.862 -0.870 -0.201
C -2.062 -2.055 -0.878
C -2.982 2.385 1.031
C 2.646 -1.726 4.331
C 0.437 -4.757 -1.718
C 1.887 0.565 3.680
C 2.910 0.054 5.933
C -2.811 0.106 0.000
C -2.220 1.263 0.782
C -0.780 -2.870 -0.921
C 3.591 -2.181 6.494
C 3.193 -2.621 5.241
C -0.362 2.226 1.765
C 3.450 -0.845 6.840
C 1.576 -4.220 -1.139
C 2.187 -2.169 2.965
C -2.401 3.463 1.677
C 2.503 -0.383 4.680
C -0.758 -4.062 -1.614
C -1.064 3.385 2.036
C 1.478 -3.025 -0.450
H 3.312 -3.662 4.968
H -0.561 4.208 2.521
H -2.975 4.356 1.885
H 2.809 1.099 6.200
H 0.483 -5.695 -2.254
H 2.351 -2.578 0.006
H 2.535 -4.710 -1.214
H 3.772 -0.499 7.813
H 2.346 1.551 3.700
H -1.679 -4.402 -2.065
H 0.809 0.661 3.813
H 4.022 -2.881 7.197
H 2.831 -2.929 2.528
H 0.681 2.132 2.025
H 1.156 -2.522 2.961
H -4.010 2.384 0.695
*
```

***

5.
A molecular structure, C20H16N3O4PdS. Source: OMol25; level of theory: ωB97M-V/def2-TZVPD.

Its LUMO energy (spin up / spin down) is -3.247 / -6.315 eV. The value obtained for the strongest force on any atom is 0.88 eV/A. As for the expectation value of S²: 6.01. The gap between HOMO and LUMO (spin up / spin down) comes out at 8.03 / 5.04 eV. For the calculated total energy, the calculation gives -1762.6773 Eh.

The geometry in ORCA input format:
```
! wB97M-V def2-TZVPD RIJCOSX def2/J DEFGRID3
* xyz 1 5
Pd -0.431 2.263 0.360
S -2.249 -0.668 -0.068
O 0.897 4.556 0.642
O 2.976 5.375 0.367
O 1.508 -1.399 -0.049
O 0.023 0.224 0.330
N -0.930 -2.066 -1.900
N -1.108 -3.035 0.200
N 1.868 2.099 0.302
C 2.771 3.073 0.387
C -3.439 5.258 -0.128
C 4.135 2.843 0.398
C 1.384 -5.706 0.661
C 3.638 0.507 0.230
C 2.085 4.442 0.488
C 4.570 1.528 0.317
C -4.567 3.344 0.798
C -2.204 3.293 0.434
C -1.336 -2.047 -0.643
C -0.331 -4.204 -0.057
C 2.292 0.835 0.229
C -0.563 -4.971 -1.189
C 0.627 -4.567 0.880
C 1.182 -6.469 -0.482
C -4.606 4.636 0.292
C -3.356 2.664 0.880
C 1.218 -0.238 0.154
C 0.208 -6.106 -1.399
C -2.221 4.592 -0.056
H 1.779 -7.354 -0.652
H -1.061 -1.233 -2.450
H 2.135 -5.995 1.381
H -0.246 -2.747 -2.203
H -3.468 6.268 -0.511
H 3.921 -0.534 0.164
H 4.833 3.664 0.473
H -1.316 5.098 -0.370
H 0.789 -3.955 1.756
H -1.365 -4.725 -1.873
H 5.627 1.305 0.323
H -5.548 5.164 0.240
H 0.029 -6.715 -2.273
H -5.473 2.862 1.139
H -3.337 1.671 1.316
H -1.340 -2.830 1.162
*
```

***

6.
A molecular structure, C20H17AlF5N4O6S2. Source: OMol25; level of theory: ωB97M-V/def2-TZVPD.

Its LUMO energy is 2.178 eV. The value obtained for the strongest force on any atom is 5.08 eV/A. The gap between HOMO and LUMO comes out at 7.57 eV. For the calculated total energy, the calculation gives -2981.2347 Eh. The energy above the lowest of the compared OMol25 structures with the same formula, charge and spin comes out at 51.3 kJ/mol.

The geometry in ORCA input format:
```
! wB97M-V def2-TZVPD RIJCOSX def2/J DEFGRID3
* xyz -1 1
S -0.681 0.011 3.815
S -2.815 -1.013 2.084
Al -0.648 -0.129 -0.716
F -2.822 -1.808 -1.110
F -2.128 -0.729 -3.011
F -3.714 1.415 -2.286
F -4.813 -0.420 -2.211
F -4.105 0.545 -0.379
O -0.610 -3.300 0.632
O 1.112 0.344 -0.644
O -0.193 1.680 -3.168
O 0.731 -1.373 -3.270
O -2.396 2.516 0.732
O 3.080 0.201 3.036
N -1.161 1.742 -1.062
N -0.418 0.037 1.259
N -0.026 -1.952 -1.147
N 0.809 0.456 1.581
C -2.481 -0.633 -1.659
C -1.695 4.047 -1.001
C 3.082 0.417 0.654
C 3.828 0.540 -0.536
C -0.693 2.320 -2.262
C 0.537 -2.191 -2.375
C 1.064 -3.626 -2.501
C 3.715 0.362 1.900
C -3.782 0.242 -1.628
C -1.163 3.747 -2.359
C 0.471 -4.329 -1.360
C -1.267 -0.300 2.273
C -1.798 2.670 -0.314
C -2.260 -0.367 4.662
C -3.442 -0.326 3.652
C 5.134 0.439 1.886
C 5.855 0.364 0.733
C -0.126 -3.167 -0.471
C 1.618 0.463 0.520
C 5.200 0.437 -0.519
H -0.393 4.534 -2.569
H 2.131 -3.650 -2.414
H 0.811 -4.110 -3.475
H -3.867 0.666 3.475
H -2.113 -1.307 5.263
H -4.385 -0.910 3.940
H -0.326 -5.070 -1.551
H 3.200 0.768 -1.373
H -2.264 0.432 5.355
H -0.958 4.608 -0.388
H 6.958 0.341 0.840
H -1.944 3.764 -3.155
H 2.068 0.151 2.824
H 5.659 0.447 2.845
H 5.768 0.245 -1.433
H -2.574 4.599 -0.854
H 1.233 -4.835 -0.762
*
```

***

7.
A molecular structure, C20H17AlN3O3. Source: OMol25; level of theory: ωB97M-V/def2-TZVPD.

Its LUMO energy is -3.913 eV. The value obtained for the strongest force on any atom is 4.18 eV/A. The gap between HOMO and LUMO comes out at 7.86 eV. For the calculated total energy, the calculation gives -1404.7487 Eh.

The geometry in ORCA input format:
```
! wB97M-V def2-TZVPD RIJCOSX def2/J DEFGRID3
* xyz 1 1
Al 0.664 0.274 0.077
O -0.772 1.366 -0.061
O -0.171 -1.385 -0.363
O 4.227 0.334 1.783
N 1.253 0.589 -1.883
N 0.736 0.344 2.059
N 2.509 0.146 0.255
C -1.419 -1.556 -0.096
C -2.376 -0.511 -0.016
C 1.268 0.117 4.836
C -0.024 0.233 4.339
C 3.049 0.256 1.489
C -3.055 1.881 -0.235
C 3.155 0.174 -3.385
C 2.550 0.233 -2.110
C 2.353 0.173 3.907
C -1.766 -2.951 -0.003
C 2.328 0.433 -4.522
C -4.762 0.187 -0.307
C -3.796 -0.805 -0.238
C 1.971 0.252 2.568
C -0.299 0.247 2.956
C 0.449 0.685 -3.007
C -4.429 1.558 -0.320
C -2.011 0.916 -0.127
C 0.975 0.532 -4.326
C 3.376 0.082 -0.921
H -0.795 0.260 5.041
H -1.308 0.317 2.671
H 1.498 0.201 5.884
H 4.115 -0.145 -3.575
H -0.595 0.875 -2.798
H -5.847 -0.021 -0.283
H 0.344 0.790 -5.167
H -2.659 2.892 -0.184
H 3.932 -0.870 -0.978
H -2.514 -3.146 0.848
H 4.218 0.827 -0.891
H 3.433 0.267 4.018
H -4.094 -1.910 -0.167
H 2.643 0.454 -5.549
H -5.231 2.281 -0.454
H -2.222 -3.286 -0.930
H -0.898 -3.592 0.165
*
```

***

8.
2 unconnected molecules or ions with the total composition C20H17Br2N2O5. Source: OMol25; level of theory: ωB97M-V/def2-TZVPD.

Its LUMO energy is 1.002 eV. The value obtained for the strongest force on any atom is 2.36 eV/A. The gap between HOMO and LUMO comes out at 5.51 eV. For the calculated total energy, the calculation gives -6406.1690 Eh. The energy above the lowest of the compared OMol25 structures with the same formula, charge and spin comes out at 0.1 kJ/mol.

The geometry in ORCA input format:
```
! wB97M-V def2-TZVPD RIJCOSX def2/J DEFGRID3
* xyz -1 1
Br 1.981 5.818 1.043
Br 5.621 1.314 1.346
O -4.982 2.399 1.067
O 1.577 -5.512 -1.911
O -1.637 -2.242 -1.758
O 2.964 -1.138 -2.086
O 4.658 4.263 1.239
N -0.032 -3.853 -1.905
N 2.256 -3.307 -2.016
C -2.030 0.445 0.244
C 0.636 -1.551 -1.850
C 3.628 -3.740 -2.081
C -1.444 2.046 1.980
C 2.793 1.159 1.151
C -0.413 -2.492 -1.843
C -3.319 0.920 0.252
C 3.870 1.992 1.226
C 0.364 0.736 0.859
C 2.292 3.957 1.108
C 3.698 3.478 1.199
C 1.991 -1.914 -1.998
C -5.492 3.427 1.943
C 1.435 1.637 1.035
C -3.710 1.943 1.163
C -1.017 1.068 1.033
C 1.288 -4.314 -1.938
C 1.258 3.069 1.044
C -1.069 -4.851 -1.844
C -2.756 2.464 2.073
H 4.086 -3.425 -3.025
H 0.378 -0.508 -1.896
H -0.579 -5.821 -1.801
H -4.075 0.527 -0.427
H -3.037 3.218 2.811
H 2.953 0.087 1.212
H -6.530 3.537 1.633
H -1.676 -4.683 -0.950
H 3.620 -4.827 -2.007
H -1.775 -0.400 -0.403
H -1.708 -4.790 -2.732
H -4.966 4.379 1.806
H 0.251 3.473 1.037
H 4.183 -3.296 -1.249
H 0.620 -0.286 0.563
H -0.698 2.470 2.655
H -5.452 3.124 2.996
*
```